[1]
A cluster of 2 separate species, C7H11N2OS in total in a non-equilibrium geometry, computed with wB97M-V/def2-TZVPD.

Each line ends with the Mulliken charge.
Element x y z (Å)
S: -2.53 0.88 0.54  0.37
O: -1.92 2.00 -0.18  -0.55
N: 0.56 1.27 -0.07  0.05
N: 3.97 -0.88 0.54  -0.45
C: 2.83 1.09 -0.32  -0.57
C: 0.41 -0.01 0.39  0.03
C: -3.61 -1.47 0.15  -1.00
C: 1.69 1.78 -0.48  -0.26
C: -3.37 -0.21 -0.66  -0.35
C: 1.51 -0.82 0.52  -0.60
C: 2.83 -0.21 0.27  0.92
H: 1.37 -1.86 0.69  0.40
H: -2.66 -0.12 -1.42  0.36
H: -3.30 -1.39 1.27  0.28
H: -4.34 0.15 -0.78  0.35
H: 1.85 2.68 -1.00  0.39
H: -4.61 -1.84 -0.02  0.35
H: -2.95 -2.29 -0.14  0.29
H: 3.95 -1.66 1.21  0.25
H: 3.69 1.50 -0.83  0.31
H: -0.23 1.84 -0.12  0.18
H: 4.87 -0.42 0.43  0.25

Summary:
HOMO level (alpha / beta) in eV: -12.60 / -13.31
ΔE to the lowest compared entry with this formula, charge and spin in kcal per mole: 68.37
Molar mass in g mol⁻¹: 171.25
Total charge: +1
LUMO level (alpha / beta) in eV: -5.7 / -4.8
Kohn-Sham gap (alpha / beta) in eV: 6.9 / 8.5

***

[2]
A cluster of 2 separate species, C3H2F2NO3 in total in a non-equilibrium geometry, computed with wB97M-V/def2-TZVPD.

Each line ends with the Mulliken charge.
Element x y z (Å)
F: 0.73 -1.88 -0.53  -0.27
F: -1.52 -2.24 -0.59  -0.29
O: 3.28 0.74 1.98  -0.53
O: -2.18 0.23 -1.00  -0.50
O: -0.08 1.06 -0.79  -0.84
N: 0.91 0.81 1.67  -0.60
C: -0.49 -1.28 -0.76  0.23
C: -0.81 0.03 -0.81  0.46
C: 2.12 0.77 1.82  0.61
H: 0.40 0.99 0.73  0.43
H: -2.36 0.78 -1.73  0.29

Summary:
HOMO level in eV: -3.40
ΔE to the lowest compared entry with this formula, charge and spin in kcal per mole: 21.37
Molar mass in g mol⁻¹: 138.05
Total charge: -1
LUMO level in eV: 3.8
Kohn-Sham gap in eV: 7.2

***

[3]
A structure of composition C20H54F6NO22S2Tl in a non-equilibrium geometry, computed with wB97M-V/def2-TZVPD.

Each line ends with the Mulliken charge.
Element x y z (Å)
Tl: 1.07 -3.09 -1.43  0.95
S: -1.55 -1.00 0.16  0.78
S: 0.60 0.44 1.01  0.25
F: -2.37 -0.12 2.52  -0.14
F: 1.97 0.96 -1.34  -0.13
F: 1.90 2.48 0.19  -0.20
F: -3.06 -2.10 2.07  -0.35
F: 0.19 1.93 -1.26  -0.20
F: -0.98 -1.71 2.68  -0.19
O: -0.44 1.21 1.60  -0.48
O: -1.93 -2.25 -0.52  -0.64
O: 3.22 -1.22 -2.54  -0.22
O: -6.12 -0.96 -1.86  -0.46
O: -1.02 -3.28 -4.05  -0.48
O: -3.33 3.13 4.99  -0.46
O: 3.37 2.81 -3.46  -0.52
O: 3.44 2.90 5.06  -0.48
O: -0.56 3.54 -6.24  -0.55
O: -0.44 -0.58 -3.09  0.68
O: -1.75 0.46 5.39  -0.46
O: 1.10 4.51 -2.34  -0.26
O: 6.67 -2.84 0.57  -0.57
O: -2.78 -3.55 6.50  -0.45
O: 1.71 0.07 1.85  -0.65
O: 1.90 -3.01 -4.34  -0.43
O: -6.35 -0.47 0.96  -0.55
O: -0.42 1.97 -3.99  -0.32
O: -2.27 0.15 -0.35  -0.40
O: 3.77 -0.50 3.70  -0.52
O: 3.82 -2.70 -0.08  -0.35
O: -4.51 -3.24 3.93  -0.52
N: 0.16 -0.81 0.16  0.12
C: -1.64 -0.91 -3.69  0.29
C: 3.02 -0.81 -3.85  0.10
C: 3.11 1.52 4.88  0.40
C: 5.81 -2.12 1.40  -0.32
C: 2.94 -2.09 -4.66  -0.59
C: -3.75 -4.43 4.30  -0.29
C: 1.22 1.53 -0.46  0.34
C: 3.46 3.81 -2.46  0.01
C: 2.35 4.89 -2.70  -0.76
C: -3.61 -4.55 5.85  -0.45
C: -2.03 -1.29 1.98  0.35
C: 4.37 -2.77 1.26  -0.08
C: 4.02 0.88 3.89  -0.42
C: -1.26 1.72 4.94  -0.11
C: -5.44 0.12 -1.19  0.10
C: -1.40 -2.07 -4.69  -0.84
C: -1.15 3.93 -5.04  -0.88
C: -1.62 2.72 -4.21  -0.33
C: -5.12 -0.40 0.27  -0.09
C: -2.33 2.68 4.21  -0.14
H: 3.35 0.95 5.78  0.30
H: -1.96 3.56 3.68  0.37
H: 6.28 -2.26 2.38  0.38
H: -1.99 4.56 -5.33  0.51
H: -4.58 -4.57 6.34  0.30
H: 2.77 3.36 5.58  0.34
H: -3.42 2.37 5.57  0.37
H: 2.60 5.69 -1.99  0.48
H: -4.66 -1.39 0.20  0.33
H: -4.58 0.34 0.86  0.08
H: -2.03 2.89 -3.22  0.26
H: 4.57 -2.97 -0.62  0.28
H: 4.00 1.40 2.93  0.26
H: -0.63 4.80 -4.62  0.33
H: -0.19 0.29 -3.40  -0.03
H: 4.12 -1.53 -2.42  0.15
H: 0.70 5.29 -1.94  0.26
H: 3.90 -2.61 -4.60  0.29
H: -0.27 1.72 4.49  -0.26
H: 4.34 -3.77 1.70  0.34
H: -4.23 -5.38 4.05  0.32
H: 4.48 4.20 -2.42  0.39
H: 3.84 -0.18 -4.21  0.40
H: 3.15 -0.48 2.97  0.53
H: -2.86 -4.54 3.67  0.30
H: -0.99 2.20 5.89  0.62
H: -0.64 -1.76 -5.41  0.26
H: -1.16 -3.93 -4.74  0.28
H: 2.73 -1.80 -5.69  0.47
H: 5.01 0.96 4.34  0.43
H: -3.19 -5.55 5.99  0.35
H: -2.10 -0.07 -4.22  -0.04
H: -1.09 0.06 5.97  0.31
H: 3.64 -2.19 1.81  -0.16
H: 2.41 5.33 -3.69  0.33
H: -0.81 4.21 -6.88  0.33
H: 5.75 -1.07 1.13  0.20
H: -4.03 -2.87 3.18  0.59
H: -6.70 -1.43 -1.26  0.35
H: -4.49 0.35 -1.68  -0.08
H: -2.83 2.14 3.40  0.04
H: 1.56 -3.34 -5.17  0.27
H: 0.22 2.24 -4.65  0.17
H: -2.29 -2.30 -5.28  0.52
H: 2.49 2.90 -3.84  0.30
H: -6.07 1.01 -1.29  0.35
H: 2.03 1.40 4.78  -0.29
H: -2.28 -1.05 -2.82  0.08
H: -2.38 2.12 -4.71  0.32
H: 2.14 -0.19 -4.06  -0.31
H: -6.59 -1.37 1.22  0.37
H: -3.25 -2.71 6.48  0.32
H: 6.89 -3.75 0.81  0.35
H: 3.34 3.28 -1.51  -0.09

Summary:
HOMO level in eV: -14.03
ΔE to the lowest compared entry with this formula, charge and spin in kcal per mole: 107.53
Molar mass in g mol⁻¹: 1043.14
Total charge: +2
LUMO level in eV: -12.3
Kohn-Sham gap in eV: 1.7

***

[4]
A structure of composition C5H11N3 in a non-equilibrium geometry, computed with wB97M-V/def2-TZVPD.

Each line ends with the Mulliken charge.
Element x y z (Å)
N: -0.75 -0.94 0.75  -0.29
N: 0.16 -0.27 -1.74  -0.78
N: -1.60 -0.12 1.54  -0.57
C: -0.44 2.57 -0.89  -0.83
C: 1.60 -1.91 0.03  -1.42
C: 0.18 0.20 -0.50  0.81
C: 0.90 -0.67 0.48  0.25
C: 0.08 1.63 -0.11  -0.24
H: -1.16 -1.57 0.07  0.33
H: 1.07 -2.38 -0.80  0.33
H: -2.30 0.36 0.97  0.22
H: 0.34 1.89 0.91  0.22
H: -0.57 3.58 -0.54  0.28
H: 1.33 -0.14 1.33  0.37
H: 2.60 -1.65 -0.31  0.35
H: 1.66 -2.61 0.86  0.36
H: -0.74 2.36 -1.90  0.19
H: -0.29 0.37 -2.39  0.18
H: -2.07 -0.69 2.22  0.24

Summary:
HOMO level in eV: -7.80
ΔE to the lowest compared entry with this formula, charge and spin in kcal per mole: 95.34
Molar mass in g mol⁻¹: 113.16
LUMO level in eV: 1.1
Kohn-Sham gap in eV: 8.9

***

[5]
An isolated molecule of C19H20N6O4 in a non-equilibrium geometry, computed with wB97M-V/def2-TZVPD.

Each line ends with the Mulliken charge.
Element x y z (Å)
O: 2.75 4.20 0.45  -0.61
O: 2.93 2.80 -1.18  -0.55
O: -3.04 2.38 -0.13  -0.72
O: 3.47 0.72 0.22  -0.32
N: 0.20 -1.97 -0.40  -0.30
N: 2.88 -1.36 -0.39  -0.77
N: 0.11 3.90 0.03  -0.96
N: 2.33 3.34 -0.27  1.14
N: -1.18 3.68 0.05  0.77
N: -1.12 0.03 -0.33  0.25
C: 5.90 0.32 0.50  -1.26
C: 4.23 -1.34 -0.17  0.68
C: 6.50 -1.98 0.04  -0.48
C: -5.18 -2.54 -1.05  -1.21
C: 5.19 -2.34 -0.26  -0.91
C: -2.75 -1.18 1.05  -0.25
C: -0.87 1.37 -0.20  -0.57
C: 2.49 -0.13 -0.16  1.07
C: -1.81 2.44 -0.10  0.42
C: 0.07 -0.63 -0.36  -0.05
C: -4.17 -1.71 1.15  -0.88
C: 1.12 0.29 -0.25  -0.05
C: -2.02 4.85 0.18  -0.86
C: 4.60 -0.03 0.21  0.77
C: 6.84 -0.69 0.41  -0.43
C: -2.43 -0.59 -0.33  -1.37
C: -4.47 -2.91 0.24  -0.38
C: 0.95 2.92 -0.10  -0.59
C: 0.52 1.57 -0.18  1.33
H: -5.35 -3.42 -1.66  0.35
H: -5.11 -3.62 0.78  0.36
H: -1.37 5.72 0.27  0.35
H: 6.15 1.33 0.78  0.45
H: -2.45 -1.36 -1.10  0.23
H: -3.15 0.19 -0.57  0.64
H: 7.87 -0.46 0.63  0.39
H: 1.17 -2.26 -0.54  0.38
H: -2.66 4.94 -0.70  0.29
H: -4.60 -1.83 -1.64  0.28
H: -2.04 -1.97 1.28  0.38
H: -4.34 -2.00 2.19  0.32
H: -3.54 -3.44 0.02  0.29
H: -2.66 4.75 1.06  0.27
H: -4.87 -0.90 0.92  0.44
H: 7.27 -2.73 -0.02  0.38
H: -6.14 -2.09 -0.83  0.34
H: -0.54 -2.54 -0.77  0.23
H: -2.62 -0.39 1.79  0.31
H: 4.93 -3.34 -0.55  0.42

Summary:
HOMO level in eV: -7.93
ΔE to the lowest compared entry with this formula, charge and spin in kcal per mole: 72.90
Molar mass in g mol⁻¹: 396.41
LUMO level in eV: 0.0
Kohn-Sham gap in eV: 7.9

***

- Which of these has the highest ΔE to the lowest compared entry with this formula, charge and spin?
  C20H54F6NO22S2Tl

***

- Number 3 is which compound?
  C20H54F6NO22S2Tl

***

Repeat the first record exactly.
A cluster of 2 separate species, C7H11N2OS in total in a non-equilibrium geometry, computed with wB97M-V/def2-TZVPD.

Each line ends with the Mulliken charge.
Element x y z (Å)
S: -2.53 0.88 0.54  0.37
O: -1.92 2.00 -0.18  -0.55
N: 0.56 1.27 -0.07  0.05
N: 3.97 -0.88 0.54  -0.45
C: 2.83 1.09 -0.32  -0.57
C: 0.41 -0.01 0.39  0.03
C: -3.61 -1.47 0.15  -1.00
C: 1.69 1.78 -0.48  -0.26
C: -3.37 -0.21 -0.66  -0.35
C: 1.51 -0.82 0.52  -0.60
C: 2.83 -0.21 0.27  0.92
H: 1.37 -1.86 0.69  0.40
H: -2.66 -0.12 -1.42  0.36
H: -3.30 -1.39 1.27  0.28
H: -4.34 0.15 -0.78  0.35
H: 1.85 2.68 -1.00  0.39
H: -4.61 -1.84 -0.02  0.35
H: -2.95 -2.29 -0.14  0.29
H: 3.95 -1.66 1.21  0.25
H: 3.69 1.50 -0.83  0.31
H: -0.23 1.84 -0.12  0.18
H: 4.87 -0.42 0.43  0.25

Summary:
HOMO level (alpha / beta) in eV: -12.60 / -13.31
ΔE to the lowest compared entry with this formula, charge and spin in kcal per mole: 68.37
Molar mass in g mol⁻¹: 171.25
Total charge: +1
LUMO level (alpha / beta) in eV: -5.7 / -4.8
Kohn-Sham gap (alpha / beta) in eV: 6.9 / 8.5